--- 1 ---
{
  "formula": "C4H7NO",
  "method": "ωB97M-V/def2-TZVPD",
  "charge": 0,
  "homo_energy_ev": -10.92,
  "gap_ev": 11.647,
  "elements": ["C", "C", "O", "C", "C", "N", "H", "H", "H", "H", "H", "H", "H"],
  "xyz": [[-1.03238, -0.83594, -0.23181], [-0.28027, 0.46450, -0.45321], [-1.07486, 1.59832, -0.14659], [1.01517, 0.53403, 0.39051], [1.95670, -0.57825, 0.17911], [2.63089, -1.51761, 0.10478], [-1.95566, -0.84115, -0.81783], [-0.42383, -1.69046, -0.53791], [-1.28732, -0.97395, 0.82845], [-0.02459, 0.55004, -1.51677], [-1.74531, 1.33122, 0.49909], [0.75493, 0.43207, 1.44627], [1.46652, 1.52718, 0.25590]]
}

***

--- 2 ---
{
  "formula": "C4H7NO",
  "method": "ωB97M-V/def2-TZVPD",
  "charge": 0,
  "homo_energy_ev": [-7.28, -7.45],
  "gap_ev": [7.939, 7.633],
  "elements": ["C", "C", "C", "C", "N", "O", "H", "H", "H", "H", "H", "H", "H"],
  "xyz": [[-1.74731, 0.16642, 1.24693], [-1.13904, -1.85891, 0.60146], [-0.14538, 0.52599, -0.49258], [1.16959, 1.29029, -0.69832], [-1.51536, -1.07312, 1.57135], [-1.05160, 0.92305, 0.40490], [-2.08923, 0.80451, 2.12177], [-1.55999, -1.90479, -0.39305], [-0.75175, -2.85540, 0.91285], [-0.10812, -0.43040, -0.99251], [1.72192, 1.00296, -1.67177], [1.90307, 0.84174, 0.14503], [1.19175, 2.39219, -0.53512]]
}

***

Which structure wins on stability? 1 wins.

***

--- 1 ---
{
  "formula": "C3H7NO",
  "method": "ωB97M-V/def2-TZVPD",
  "charge": 0,
  "homo_energy_ev": -9.91,
  "gap_ev": 10.685,
  "elements": ["C", "N", "C", "C", "O", "H", "H", "H", "H", "H", "H", "H"],
  "xyz": [[0.68260, 1.55210, -0.73859], [0.68054, 0.30077, 0.13201], [-0.49510, -0.60143, 0.02316], [-0.42512, -1.74046, 1.02181], [-1.42742, -2.35997, 1.31508], [0.35237, 1.37436, -1.80391], [0.15313, 2.42747, -0.44475], [1.77351, 1.83742, -0.87076], [0.25918, 0.78178, 1.10600], [-0.58383, -1.11048, -0.98368], [-1.52132, -0.18727, -0.00852], [0.55146, -2.27429, 1.25214]]
}

***

--- 2 ---
{
  "formula": "C3H7NO",
  "method": "ωB97M-V/def2-TZVPD",
  "charge": 0,
  "homo_energy_ev": -8.10,
  "gap_ev": 8.881,
  "elements": ["C", "C", "N", "C", "H", "H", "H", "H", "H", "O", "H", "H"],
  "xyz": [[-1.21955, 0.46019, -1.22454], [-0.16432, 0.98127, -0.53175], [-0.23738, 1.12500, 0.82739], [-0.52182, 0.20332, 1.64101], [-2.24184, 0.78358, -1.13240], [-1.03750, -0.21490, -2.05671], [0.72315, 1.14950, -1.13882], [-0.86937, 0.56614, 2.60904], [-0.21803, -0.84071, 1.58714], [1.74131, -1.49166, 0.15478], [1.45123, -0.91954, -0.56570], [2.59411, -1.80218, -0.16944]]
}

***

Which structure wins on stability? 1 wins.

***

--- 1 ---
{
  "formula": "C3H7NO",
  "method": "ωB97M-V/def2-TZVPD",
  "charge": 0,
  "homo_energy_ev": [-8.41, -8.41],
  "gap_ev": [7.901, 7.900],
  "elements": ["C", "C", "C", "N", "O", "H", "H", "H", "H", "H", "H", "H"],
  "xyz": [[0.13987, 1.29873, -0.06734], [1.16146, -0.49289, -0.12263], [-0.45130, 0.08037, 0.44864], [-1.39470, -0.55787, -0.44122], [-0.63669, 0.01121, 1.72201], [-1.41769, -1.56297, -0.30931], [-2.33775, -0.19201, -0.35475], [-0.25260, 1.76980, -0.96651], [0.80201, 1.84080, 0.59898], [0.97206, -1.55220, 0.07111], [1.48200, -0.44836, -1.16279], [1.93333, -0.19462, 0.58379]]
}

***

--- 2 ---
{
  "formula": "C3H7NO",
  "method": "ωB97M-V/def2-TZVPD",
  "charge": 0,
  "homo_energy_ev": -9.70,
  "gap_ev": 10.702,
  "elements": ["C", "C", "N", "O", "C", "H", "H", "H", "H", "H", "H", "H"],
  "xyz": [[-0.93293, 1.85428, -0.20853], [-0.21342, 0.52852, -0.04228], [0.13166, 0.15142, 1.10996], [0.63966, -1.18382, 1.24864], [0.95254, -1.80558, 0.10056], [-0.45106, 2.73173, 0.35171], [-1.03876, 2.16212, -1.31487], [-1.86675, 1.84053, 0.31931], [-0.24773, -0.23535, -0.86570], [0.02147, -2.09748, -0.42799], [1.56323, -1.18204, -0.52928], [1.44208, -2.76433, 0.25848]]
}

***

Which structure wins on stability? 2 wins.

***

--- 1 ---
{
  "formula": "C5H6O2",
  "method": "ωB97M-V/def2-TZVPD",
  "charge": 0,
  "homo_energy_ev": -9.34,
  "gap_ev": 8.898,
  "elements": ["C", "C", "O", "C", "O", "C", "C", "H", "H", "H", "H", "H", "H"],
  "xyz": [[1.04298, 1.48653, -0.26115], [0.27447, 0.45399, 0.54013], [-0.95031, 0.72539, 0.84910], [0.49116, -1.12025, -0.61130], [1.54385, -1.23065, -1.14652], [-0.72468, -1.77108, -0.41573], [-1.83881, -1.48230, 0.12843], [1.44211, 2.22608, 0.44358], [0.37974, 2.00115, -0.96176], [1.88505, 1.03782, -0.79322], [0.86943, -0.03375, 1.33423], [-1.62357, -0.31681, 0.64170], [-2.79140, -1.97611, 0.25251]]
}

***

--- 2 ---
{
  "formula": "C5H6O2",
  "method": "ωB97M-V/def2-TZVPD",
  "charge": 0,
  "homo_energy_ev": -9.75,
  "gap_ev": 9.878,
  "elements": ["O", "C", "C", "C", "C", "C", "O", "H", "H", "H", "H", "H", "H"],
  "xyz": [[-0.23778, -2.90003, -2.41562], [-0.41576, -1.90963, -1.74357], [0.64997, -0.97456, -1.37485], [0.40697, -0.10137, -0.41763], [-0.01300, 1.00342, 0.10905], [-0.20463, 1.52884, 1.55864], [-0.24737, 0.49012, 2.51216], [-1.42090, -1.64477, -1.34270], [1.61963, -1.02279, -1.85436], [-0.13180, 1.23921, -1.00132], [0.58216, 2.25694, 1.82208], [-1.15873, 2.05432, 1.68405], [0.57123, -0.01970, 2.46407]]
}

***

--- 3 ---
{
  "formula": "C5H6O2",
  "method": "ωB97M-V/def2-TZVPD",
  "charge": 0,
  "homo_energy_ev": -9.01,
  "gap_ev": 9.114,
  "elements": ["O", "C", "C", "O", "C", "C", "C", "H", "H", "H", "H", "H", "H"],
  "xyz": [[1.02525, 2.10212, 0.56970], [0.49429, 1.03122, 0.36519], [1.37862, -0.13489, -0.06977], [0.71312, -1.11582, -0.88793], [0.22466, -0.63383, -2.00121], [-1.53559, -0.32065, 0.91127], [-0.95661, 0.84584, 0.62972], [1.75384, -0.66378, 0.81177], [2.21912, 0.28286, -0.62245], [-0.23494, -1.54163, -2.46388], [-0.99054, -1.26033, 0.87378], [-2.58122, -0.37259, 1.20429], [-1.51001, 1.78149, 0.67954]]
}

***

--- 4 ---
{
  "formula": "C5H6O2",
  "method": "ωB97M-V/def2-TZVPD",
  "charge": 0,
  "homo_energy_ev": -8.19,
  "gap_ev": 9.225,
  "elements": ["C", "O", "C", "C", "O", "C", "C", "H", "H", "H", "H", "H", "H"],
  "xyz": [[0.79716, 0.57603, 1.30192], [0.96323, -0.75238, 0.96852], [0.18755, -1.24610, 0.00702], [-1.03599, -0.64319, -0.55922], [-1.41502, 0.55754, 0.11579], [-0.20215, 1.14920, -0.36558], [0.00747, 0.08652, -1.33039], [1.70872, 0.82255, 1.88968], [-0.10972, 0.78665, 1.85111], [0.49195, -2.26044, -0.25562], [-1.81958, -1.29050, -0.93391], [-0.18317, 2.23565, -0.47014], [0.60957, -0.02152, -2.21917]]
}

***

Which structure wins on stability? 2 wins.